[1]
The following is a quantum chemistry calculation of a 2-piece molecular cluster, C2H7ClNOP overall in a non-equilibrium geometry, from OMol25.

Structure (XYZ):
```
13
Properties=species:S:1:pos:R:3:forces:R:3:lowdin_charge:R:1
C -3.221 1.046 0.031 -1.0 2.9 -0.7 -0.0878
C -2.355 0.055 -0.033 -2.0 -1.0 0.3 -0.0782
N 1.676 0.322 -1.140 -0.1 -1.0 -0.1 -0.2556
O 3.111 0.084 0.864 -3.6 1.5 -3.7 -0.3249
P 2.724 -0.867 -0.461 0.2 1.8 0.8 0.4462
Cl 4.301 -0.395 -1.759 0.0 -0.3 0.0 0.1392
H 3.711 -0.334 1.369 3.3 -2.3 3.1 -0.0466
H -3.034 2.178 0.035 0.7 -1.8 0.0 0.0704
H -4.326 0.985 -0.078 0.9 -0.9 0.5 0.0533
H -1.318 0.067 -0.083 1.7 0.8 0.1 -0.0080
H -2.724 -0.967 0.019 -0.2 0.1 -0.3 0.0526
H 0.786 0.474 -0.635 0.7 -0.3 -0.6 0.0215
H 1.560 -0.022 -2.106 -0.6 0.7 0.5 0.0179
```
Forces are in eV/Å.

Lowest unoccupied orbital energy: 0.781 eV
HOMO-LUMO gap: 0.3737 Ha
Multiplicity: 1
E_tot: -1011.94316 Eh
Net charge: 0
Relative energy (zero: lowest compared OMol25 entry of this formula, charge and spin): 41.1 kcal per mole
E_HOMO: -9.39 eV
SMILES string: NP(O)Cl.C=C

---

[2]
The following is a quantum chemistry calculation of C2H7F3GaNO3P as an isolated structure in a non-equilibrium geometry, from OMol25.

Structure (XYZ):
```
18
Properties=species:S:1:pos:R:3:forces:R:3:lowdin_charge:R:1
N 2.998 1.239 -0.318 -0.6 -0.9 1.5 -0.2933
P 2.078 -0.061 -0.103 1.2 0.5 -0.3 0.4754
O 1.897 -0.421 1.572 0.6 0.2 -1.3 -0.3039
O 2.849 -1.413 -0.853 -0.6 0.6 1.9 -0.3148
Ga -0.010 0.182 -1.144 -0.9 -0.5 -0.9 0.2829
C -1.432 1.154 -0.012 0.7 1.8 -0.3 -0.3005
O -2.140 0.345 0.989 -1.3 -1.3 -1.7 -0.0935
C -2.756 -0.778 0.455 0.1 0.9 1.8 -0.6045
F -3.197 -0.650 -0.846 1.0 -0.7 2.1 0.0927
F -1.930 -1.873 0.667 -1.8 1.2 -1.0 0.0780
F -3.915 -1.005 1.228 1.7 0.0 -1.2 0.0628
H 3.251 1.601 0.617 0.2 0.1 -0.7 -0.0773
H 2.402 0.240 2.082 -0.2 -0.4 -0.4 0.0308
H 3.338 -1.905 -0.161 -0.2 0.3 -0.5 0.0337
H -0.541 -1.286 -1.494 0.1 0.0 0.1 -0.0911
H 0.219 0.947 -2.549 0.1 0.1 0.4 -0.1055
H -0.935 2.000 0.576 -0.8 -1.2 -0.5 0.0649
H -2.176 1.684 -0.704 0.8 -0.8 1.0 0.0629
```
Forces are in eV/Å.

Lowest unoccupied orbital energy: 3.406 eV
HOMO-LUMO gap: 0.2948 Ha
Multiplicity: 1
E_tot: -2926.67530 Eh
Net charge: -1
E_HOMO: -4.62 eV

---

[3]
The following is a quantum chemistry calculation of a 2-piece molecular cluster, C2H7FN4 overall in a non-equilibrium geometry, from OMol25.

Structure (XYZ):
```
14
Properties=species:S:1:pos:R:3:forces:R:3:lowdin_charge:R:1
C -2.773 -0.078 0.050 1.6 2.2 -1.9 -0.1137
C 3.512 -0.506 0.464 -1.7 -4.0 -3.0 -0.1107
N -0.600 0.671 -0.807 -0.4 0.6 0.1 0.0109
N 0.598 0.561 -0.625 -0.9 -0.4 0.8 -0.1478
N -1.342 -0.327 -0.115 -0.1 -0.8 -0.2 -0.1297
N 1.743 0.899 -0.455 0.8 1.0 -0.4 0.0562
F 4.570 -0.205 -0.289 0.4 0.3 0.2 -0.0585
H -3.034 0.560 0.859 -0.1 0.9 0.8 0.0571
H -3.165 0.370 -0.886 0.2 -0.4 0.5 0.0904
H -3.201 -0.989 0.216 -1.3 -2.5 0.3 0.0366
H 2.876 -1.409 0.014 1.5 2.2 1.0 0.0952
H 3.515 -0.415 1.484 0.7 0.6 2.3 0.0113
H -0.889 -0.601 0.753 0.1 0.3 -0.2 0.1032
H 2.317 1.558 -1.011 -0.8 -0.1 -0.3 0.0995
```
Forces are in eV/Å.

Lowest unoccupied orbital energy (alpha / beta): 1.180 / -0.654 eV
HOMO-LUMO gap (alpha / beta): 0.3011 / 0.2744 Ha
Multiplicity: 3
E_tot: -398.99307 Eh
Net charge: 0
Expectation value of S²: 2.01
Relative energy (zero: lowest compared OMol25 entry of this formula, charge and spin): 4.3 kcal per mole
E_HOMO (alpha / beta): -7.01 / -8.12 eV

---

[4]
The following is a quantum chemistry calculation of a 2-piece molecular cluster, C2H7FNO overall in a non-equilibrium geometry, from OMol25.

Structure (XYZ):
```
12
Properties=species:S:1:pos:R:3:forces:R:3:lowdin_charge:R:1
C 1.483 0.322 0.060 0.3 0.5 0.0 -0.0207
C -2.812 0.184 0.105 1.4 -1.5 0.0 -0.1649
N 0.226 -0.481 0.028 -0.3 -0.1 0.1 0.1173
O -3.752 0.997 0.038 -1.1 0.9 0.0 0.1524
F -3.224 -1.101 -0.023 -0.2 0.9 0.1 0.0187
H 1.427 1.122 -0.676 -0.1 -0.1 0.0 0.1038
H 1.614 0.756 1.047 -0.1 0.0 0.0 0.1030
H 2.337 -0.309 -0.169 -0.1 -0.1 0.0 0.1033
H 0.139 -0.956 -0.877 -0.1 0.0 0.2 0.1670
H -0.670 0.069 0.166 0.4 -0.3 -0.1 0.0854
H 0.257 -1.203 0.759 -0.1 0.2 -0.3 0.1705
H -4.671 0.672 -0.086 0.2 -0.3 0.0 0.1643
```
Forces are in eV/Å.

Lowest unoccupied orbital energy: -3.407 eV
HOMO-LUMO gap: 0.4209 Ha
Multiplicity: 1
E_tot: -309.95467 Eh
Net charge: +1
Relative energy (zero: lowest compared OMol25 entry of this formula, charge and spin): 0.0 kcal per mole
E_HOMO: -14.86 eV

---

[5]
The following is a quantum chemistry calculation of C2H7FNO3PS2Sn as an isolated structure in a non-equilibrium geometry, from OMol25.

Structure (XYZ):
```
18
Properties=species:S:1:pos:R:3:forces:R:3:lowdin_charge:R:1
O 0.344 -2.438 -0.302 -0.4 -0.4 -0.1 -0.4004
S 1.076 -1.263 0.202 -2.0 0.5 -1.3 0.4922
O 0.743 -1.175 1.613 -0.1 -0.2 0.7 -0.3827
F 2.501 -1.513 -0.029 1.7 -0.1 0.3 0.0342
N 0.757 -0.018 -0.709 0.1 -0.1 0.2 -0.3774
C -0.716 0.203 -0.949 -0.2 0.3 0.1 -0.1525
C -1.559 0.682 0.254 -0.4 -0.9 -0.4 -0.1706
O -2.619 -0.295 0.472 0.6 0.3 0.0 -0.0465
P 1.703 1.474 -0.327 0.9 1.6 1.4 0.3971
S 1.712 1.988 1.513 -0.1 -0.4 -0.3 0.3295
H -1.141 -0.717 -1.327 0.0 -0.3 -0.2 0.1264
H -0.790 0.901 -1.770 0.3 0.2 -0.2 0.1359
H -2.069 1.600 0.007 -0.1 0.3 0.2 0.1469
H -0.993 0.759 1.172 0.3 0.5 0.1 0.0861
H -2.118 -1.073 0.751 -0.7 0.0 0.0 -0.1039
H 2.986 1.212 -0.820 -0.2 -0.4 -0.5 0.0097
H 1.135 2.430 -1.177 -0.3 -0.6 -0.5 0.0246
Sn -0.974 -2.791 1.461 0.6 -0.6 0.4 1.8515
```
Forces are in eV/Å.

Lowest unoccupied orbital energy: -11.197 eV
HOMO-LUMO gap: 0.1856 Ha
Multiplicity: 1
E_tot: -1812.00460 Eh
Net charge: +2
E_HOMO: -16.25 eV

---

[6]
The following is a quantum chemistry calculation of a 2-piece molecular cluster, C2H7I3NSi overall in a non-equilibrium geometry, from OMol25.

Structure (XYZ):
```
14
Properties=species:S:1:pos:R:3:forces:R:3:lowdin_charge:R:1
C -0.604 -0.503 -2.022 -1.8 -1.4 1.3 -0.0087
C 0.201 -0.953 0.134 3.4 1.5 3.1 -0.1019
N 0.003 0.094 -0.816 -0.2 1.7 -1.0 -0.1873
Si 0.609 0.808 2.326 -0.2 -1.5 -1.0 -0.7234
I 0.212 -0.256 4.513 0.2 0.5 -1.0 0.4328
I 2.869 1.767 2.063 -0.9 -0.4 0.0 0.4105
I -1.240 2.302 1.637 0.5 -0.2 0.2 0.4781
H 0.064 -1.296 -2.413 -0.9 0.1 0.4 0.1253
H -1.653 -0.735 -1.569 1.8 -0.8 -1.5 0.1493
H -0.822 0.186 -2.762 0.0 1.7 -1.5 0.0716
H 1.177 -1.537 0.048 -2.0 0.5 0.0 0.1115
H -0.800 -1.266 0.254 -0.4 -1.7 0.8 0.0528
H -0.773 0.615 -0.363 0.7 0.7 -0.4 0.0081
H 0.758 0.774 -1.032 -0.2 -0.7 0.4 0.1814
```
Forces are in eV/Å.

Lowest unoccupied orbital energy: -5.132 eV
HOMO-LUMO gap: 0.2725 Ha
Multiplicity: 1
E_tot: -1317.48585 Eh
Net charge: +1
Relative energy (zero: lowest compared OMol25 entry of this formula, charge and spin): 58.1 kcal per mole
E_HOMO: -12.55 eV

---

[7]
The following is a quantum chemistry calculation of a 2-piece molecular cluster, C2H7N overall, from OMol25.

Structure (XYZ):
```
10
Properties=species:S:1:pos:R:3:forces:R:3:lowdin_charge:R:1
C 0.224 -1.059 -0.817 0.2 0.0 -0.3 -0.0992
C 0.705 0.140 -1.150 0.1 -0.3 -0.2 -0.0992
H -0.266 -1.699 -1.560 0.2 0.2 0.3 0.0545
H 0.305 -1.438 0.208 0.0 0.1 -0.5 0.0520
H 0.624 0.519 -2.175 0.1 -0.2 0.4 0.0545
H 1.195 0.780 -0.407 -0.2 -0.3 -0.4 0.0520
N -0.434 0.606 1.555 -0.6 0.3 0.1 -0.0048
H -0.615 0.404 0.567 -0.1 0.2 0.8 -0.0453
H -0.572 1.613 1.684 0.0 -0.5 0.0 0.0177
H -1.166 0.133 2.095 0.3 0.3 -0.2 0.0177
```
Forces are in eV/Å.

Lowest unoccupied orbital energy: 1.317 eV
HOMO-LUMO gap: 0.4153 Ha
Multiplicity: 1
E_tot: -135.11203 Eh
Net charge: 0
Relative energy (zero: lowest compared OMol25 entry of this formula, charge and spin): 20.7 kcal per mole
E_HOMO: -9.98 eV
SMILES string: C=C.N

---

[8]
The following is a quantum chemistry calculation of a 2-piece molecular cluster, C2H7N2O overall in a non-equilibrium geometry, from OMol25.

Structure (XYZ):
```
12
Properties=species:S:1:pos:R:3:forces:R:3:lowdin_charge:R:1
C 1.158 2.186 0.725 1.8 0.2 -0.9 -0.2252
N 0.119 1.550 1.246 -2.2 -5.5 -0.3 -0.1210
H 1.129 3.247 0.894 1.0 0.3 -0.4 0.0062
H 1.921 1.507 0.196 -1.1 1.8 0.9 0.0533
H -0.018 0.472 0.783 0.0 4.5 2.3 0.0380
H -0.595 1.827 1.894 0.5 0.8 0.0 0.0545
C -0.811 -1.210 -0.783 -0.3 -1.3 0.2 -0.3387
N -0.400 -2.471 -1.130 0.6 1.3 0.2 0.1210
O -0.106 -0.456 -0.168 0.7 -1.0 -1.3 0.0157
H -1.885 -0.947 -1.017 0.8 -0.5 0.0 0.1555
H -1.144 -2.974 -1.567 0.5 -0.9 -0.4 0.0829
H 0.632 -2.731 -1.073 -2.4 0.3 -0.2 0.1578
```
Forces are in eV/Å.

Lowest unoccupied orbital energy (alpha / beta): 0.558 / 0.552 eV
HOMO-LUMO gap (alpha / beta): 0.1808 / 0.3595 Ha
Multiplicity: 2
E_tot: -265.04049 Eh
Net charge: 0
Expectation value of S²: 0.75
Relative energy (zero: lowest compared OMol25 entry of this formula, charge and spin): 40.5 kcal per mole
E_HOMO (alpha / beta): -4.36 / -9.23 eV